# C7H2N7O4

A cluster of 2 separate species, C7H2N7O4 in total (the ωB97M-V functional and the def2-TZVPD basis, the OMol25 dataset).

```
20
C7H2N7O4 the ωB97M-V functional and the def2-TZVPD basis
O -3.04 -1.54 0.43
O 2.34 -2.53 -0.54
O -3.47 0.61 0.61
O 3.26 -0.56 0.23
N -1.13 -1.88 -2.95
N -2.67 -0.35 0.54
N -0.24 -0.17 -4.33
N 2.16 -1.42 -0.07
N -0.69 -1.02 -3.63
N 2.83 0.67 0.75
N 1.33 3.86 2.07
C 1.47 0.56 0.75
C -0.84 1.23 1.05
C 0.99 2.82 1.65
C 1.01 -0.68 0.27
C -0.33 -1.03 0.21
C -1.26 -0.06 0.59
C 0.52 1.56 1.16
H -1.59 1.96 1.35
H -0.62 -2.02 -0.14
```

Computed properties:
E_LUMO = 0.33 eV
Kohn-Sham gap = 3.78 eV
energy above the lowest of the compared OMol25 structures with the same formula, charge and spin = 14.2 kJ/mol
highest occupied orbital energy = -3.4 eV
charge = -1